No. 1
Entry from the OMol25 dataset: 9 unconnected molecules or ions with the total composition C21H51N6O15 in a non-equilibrium geometry (ωB97M-V/def2-TZVPD).

Properties
E_LUMO	-9.35	eV
net charge	+3
energy relative to the best compared isomer or geometry (same formula, charge and spin)	303.3	kcal/mol
HOMO level	-11.44	eV
Kohn-Sham gap	2.1	eV
M	627.666	g/mol

Each line ends with the Löwdin charge.
Geometry (Å):
C (19.115, 14.184, -2.341)  0.04
C (17.778, 13.683, -2.109)  -0.42
O (16.833, 14.306, -1.743)  0.18
N (17.700, 12.139, -2.235)  0.11
H (18.629, 11.849, -2.504)  0.08
H (17.425, 11.818, -1.318)  0.16
C (16.858, 11.778, -3.530)  0.07
H (19.027, 15.268, -2.426)  0.12
H (19.721, 13.662, -3.081)  0.10
H (19.661, 13.980, -1.420)  0.12
H (16.141, 12.588, -3.665)  0.10
H (16.253, 10.930, -3.211)  0.07
H (17.436, 11.524, -4.419)  0.07
C (8.838, 9.023, -5.407)  0.04
C (9.677, 8.279, -4.454)  -0.31
O (9.188, 7.490, -3.593)  0.12
N (11.208, 8.484, -4.437)  0.12
H (11.467, 8.568, -5.409)  0.17
H (11.506, 9.380, -4.081)  0.18
C (11.974, 7.409, -3.622)  0.03
H (9.224, 10.042, -5.386)  0.11
H (7.783, 8.904, -5.159)  0.13
H (9.151, 8.872, -6.440)  0.12
H (13.031, 7.653, -3.514)  0.08
H (11.752, 6.412, -4.002)  0.09
H (11.587, 7.455, -2.604)  0.10
C (11.561, 3.049, 0.201)  0.04
C (12.428, 4.158, -0.394)  -0.31
O (12.224, 5.364, -0.346)  0.16
N (13.717, 3.596, -1.023)  0.11
H (14.438, 3.369, -0.353)  0.18
H (13.463, 2.664, -1.318)  0.16
C (14.299, 4.441, -2.186)  0.04
H (11.586, 2.061, -0.257)  0.10
H (10.524, 3.385, 0.224)  0.11
H (11.854, 2.893, 1.239)  0.12
H (13.687, 4.469, -3.088)  0.08
H (15.343, 4.208, -2.395)  0.10
H (14.360, 5.424, -1.720)  0.08
C (20.031, 7.679, -6.982)  0.03
C (19.631, 6.532, -7.930)  -0.32
O (18.994, 6.728, -8.944)  0.17
N (20.036, 5.079, -7.476)  0.08
H (21.034, 5.092, -7.318)  0.18
H (19.421, 4.941, -6.687)  0.16
C (19.756, 4.057, -8.568)  0.04
H (19.370, 7.742, -6.118)  0.06
H (19.763, 8.560, -7.564)  0.11
H (21.084, 7.793, -6.725)  0.12
H (20.149, 3.131, -8.147)  0.11
H (20.323, 4.418, -9.426)  0.12
H (18.699, 4.222, -8.773)  0.08
C (14.671, 2.812, -6.366)  0.03
C (14.166, 4.208, -6.219)  -0.31
O (13.150, 4.521, -5.577)  0.12
N (15.299, 5.230, -6.374)  0.10
H (14.996, 6.078, -5.917)  0.12
H (16.117, 5.018, -5.821)  0.16
C (15.818, 5.386, -7.807)  0.06
H (14.883, 2.686, -7.428)  0.11
H (13.951, 2.075, -6.010)  0.11
H (15.584, 2.610, -5.806)  0.11
H (16.432, 4.575, -8.198)  0.10
H (16.329, 6.349, -7.827)  0.10
H (14.935, 5.566, -8.421)  0.12
C (20.127, 7.586, -2.955)  0.04
C (19.410, 8.440, -1.920)  -0.35
O (19.763, 9.501, -1.488)  0.20
N (17.987, 7.958, -1.713)  0.09
H (17.503, 8.725, -1.267)  0.17
H (17.485, 7.783, -2.572)  0.09
C (17.877, 6.834, -0.729)  0.02
H (20.377, 6.628, -2.499)  0.09
H (21.117, 8.010, -3.124)  0.12
H (19.618, 7.391, -3.899)  0.07
H (18.193, 5.864, -1.111)  0.10
H (16.793, 6.761, -0.642)  0.09
H (18.403, 7.067, 0.197)  0.12
O (15.187, 8.066, -5.554)  0.10
C (16.015, 8.012, -4.542)  -0.86
O (17.073, 8.620, -4.677)  0.02
O (15.880, 7.219, -3.558)  -0.09
H (15.685, 8.652, -6.129)  0.11
O (16.932, 10.022, -7.877)  0.04
C (16.761, 11.330, -7.856)  -0.86
O (17.543, 11.918, -7.012)  -0.08
O (16.042, 11.889, -8.714)  -0.02
H (17.503, 10.138, -7.114)  0.04
O (19.612, 10.083, -5.554)  0.02
C (20.402, 11.022, -4.947)  -0.90
O (21.503, 11.224, -5.425)  0.03
O (20.070, 11.476, -3.900)  -0.01
H (18.791, 10.055, -5.058)  0.03

Atoms 1-3, force components in eV/Å:
0.9 0.6 0.1
-0.5 0.5 0.5
0.0 -1.2 -0.3


No. 2
Entry from the OMol25 dataset: a single H2O4S3 molecule in a non-equilibrium geometry (ωB97M-V/def2-TZVPD).

Properties
E_LUMO (alpha / beta)	-0.84 / -4.67	eV
net charge	0
energy relative to the best compared isomer or geometry (same formula, charge and spin)	34.1	kcal/mol
HOMO level (alpha / beta)	-5.57 / -9.15	eV
multiplicity	3
Kohn-Sham gap (alpha / beta)	4.7 / 4.5	eV
M	162.213	g/mol

Each line ends with the Mulliken spin population.
Geometry (Å):
O (-0.994, -0.654, 0.531)  0.05
O (1.080, -0.052, 1.769)  0.05
O (-3.220, 0.380, -0.864)  0.22
O (1.270, -1.108, -0.471)  0.14
S (-1.808, 0.523, -0.603)  0.55
S (1.776, 0.263, -1.170)  0.80
S (0.412, -1.072, 1.030)  0.20
H (-1.620, 1.535, 0.535)  0.00
H (3.103, 0.184, -0.756)  0.00

Atoms 1-3, force components in eV/Å:
2.3 -2.5 2.7
0.6 1.2 0.4
-2.0 0.1 -0.4


No. 3
Entry from the OMol25 dataset: a single C5H10OS2 molecule in a non-equilibrium geometry (ωB97M-V/def2-TZVPD).

Properties
E_LUMO	0.71	eV
net charge	0
energy relative to the best compared isomer or geometry (same formula, charge and spin)	27.2	kcal/mol
SMILES string	CCSSCCC=O
HOMO level	-8.31	eV
Kohn-Sham gap	9.0	eV
M	150.268	g/mol

Each line ends with the Löwdin charge.
Geometry (Å):
C (1.858, 1.147, 3.291)  -0.21
C (1.548, 0.446, 1.996)  -0.55
S (-0.311, 0.423, 1.920)  0.48
S (-1.079, 0.573, -0.005)  0.48
C (-0.546, -0.595, -1.263)  -0.55
C (-1.808, -0.998, -2.073)  -0.22
C (-1.620, -0.481, -3.523)  -0.25
O (-2.437, 0.251, -4.053)  0.04
H (2.681, 0.727, 3.805)  0.06
H (0.993, 1.147, 4.048)  0.08
H (1.978, 2.183, 3.170)  0.05
H (2.037, 1.079, 1.277)  0.07
H (1.827, -0.596, 1.944)  0.06
H (0.253, -0.186, -1.842)  0.05
H (-0.021, -1.472, -0.848)  0.08
H (-2.789, -0.718, -1.747)  0.09
H (-1.858, -2.089, -2.017)  0.11
H (-0.706, -0.840, -4.078)  0.13

Atoms 1-3, force components in eV/Å:
-2.4 -0.7 2.1
-1.1 0.6 0.1
0.4 -0.5 -0.7


No. 4
Entry from the OMol25 dataset: a single C2H4N2S3 molecule in a non-equilibrium geometry (ωB97M-V/def2-TZVPD).

Properties
E_LUMO	-0.45	eV
net charge	0
energy relative to the best compared isomer or geometry (same formula, charge and spin)	26.5	kcal/mol
SMILES string	[H]/N=C(/NS)SC=S
HOMO level	-8.91	eV
Kohn-Sham gap	8.5	eV
M	152.269	g/mol

Each line ends with the Löwdin charge.
Geometry (Å):
H (1.452, -0.614, 2.262)  0.03
N (1.598, 0.005, 1.486)  0.09
C (0.652, 0.087, 0.655)  -0.82
N (0.644, 1.009, -0.337)  -0.42
S (-0.741, 1.929, -0.787)  0.74
S (-0.726, -1.109, 0.742)  0.87
C (-0.870, -1.574, -0.944)  -1.07
S (-2.055, -2.529, -1.517)  0.60
H (1.515, 1.541, -0.292)  0.09
H (-1.295, 2.384, 0.374)  -0.13
H (-0.174, -1.129, -1.641)  0.01

Atoms 1-3, force components in eV/Å:
0.0 -0.8 -0.1
0.1 1.4 -0.2
-0.5 -1.8 1.5


No. 5
Entry from the OMol25 dataset: 2 unconnected molecules or ions with the total composition C2H6O3S in a non-equilibrium geometry (ωB97M-V/def2-TZVPD).

Properties
E_LUMO (alpha / beta)	0.65 / -0.21	eV
net charge	0
energy relative to the best compared isomer or geometry (same formula, charge and spin)	33.1	kcal/mol
HOMO level (alpha / beta)	-5.63 / -9.70	eV
multiplicity	3
Kohn-Sham gap (alpha / beta)	6.3 / 9.5	eV
M	110.134	g/mol

Each line ends with the Mulliken spin population.
Geometry (Å):
C (-1.183, 0.510, 0.293)  0.86
C (1.066, -0.559, 0.431)  0.75
O (-0.721, 1.659, -0.253)  0.08
O (-1.673, -0.528, -0.577)  0.07
O (0.864, -1.671, -0.312)  0.12
S (2.084, 0.739, -0.257)  0.08
H (-1.563, 0.466, 1.330)  0.00
H (1.364, -0.913, 1.518)  0.02
H (-0.301, 1.402, -1.030)  0.00
H (-1.876, -1.377, -0.110)  0.00
H (0.691, -1.429, -1.257)  0.00
H (1.246, 1.702, 0.223)  0.02

Atoms 1-3, force components in eV/Å:
-2.7 -1.9 1.0
3.0 -1.5 2.3
-2.3 0.0 1.9


No. 6
Entry from the OMol25 dataset: a molecular structure, C3H4CuO3 in a non-equilibrium geometry (ωB97M-V/def2-TZVPD).

Properties
E_LUMO	3.73	eV
net charge	-1
energy relative to the best compared isomer or geometry (same formula, charge and spin)	89.0	kcal/mol
HOMO level	-4.47	eV
Kohn-Sham gap	8.2	eV
M	151.608	g/mol

Each line ends with the Löwdin charge.
Geometry (Å):
C (0.700, -1.694, -1.010)  -0.11
C (-0.618, -1.133, -1.088)  -0.23
H (0.861, -2.494, -1.740)  0.07
H (0.752, -0.394, -0.947)  0.18
H (1.125, -1.944, -0.029)  0.06
O (-1.406, -1.258, -0.039)  -0.04
C (-0.987, -1.008, 1.314)  -0.76
O (-0.405, 0.072, 1.512)  -0.09
O (-1.169, -1.931, 2.100)  0.00
Cu (0.491, 0.272, 3.657)  0.11
H (1.408, 1.137, 5.187)  -0.19

Atoms 1-3, force components in eV/Å:
-0.1 2.5 2.5
-2.3 -2.0 -1.4
0.9 1.5 -0.9


no.,energy (Eh)
1,-2286.685940
2,-1496.446230
3,-1068.072715
4,-1382.629868
5,-703.517588
6,-1982.772319